1.
Entry from the OMol25 dataset: a structure of composition C6H24As2F12N12O6Tl (ωB97M-V/def2-TZVPD).

Atoms and positions in Å:
Tl  0.926  -0.403  -0.743
As  -2.528  1.263  2.007
F  -1.923  -0.002  3.042
F  -3.625  1.815  3.191
F  -3.039  2.454  0.850
F  -1.407  0.703  0.752
F  -3.714  0.115  1.412
F  -1.343  2.393  2.619
As  4.335  2.533  -1.578
F  5.558  3.574  -2.229
F  4.029  3.641  -0.236
F  3.029  1.524  -0.911
F  4.583  1.365  -2.823
F  5.467  1.686  -0.566
F  3.162  3.380  -2.561
C  2.371  1.671  2.408
O  1.689  1.249  1.453
N  3.555  2.303  2.218
N  1.894  1.658  3.682
H  3.741  2.597  1.261
H  4.065  2.561  3.042
H  2.464  2.011  4.428
H  0.916  1.488  3.840
C  0.377  3.373  -0.667
O  0.293  2.233  -1.181
N  0.017  3.756  0.592
N  1.044  4.323  -1.339
H  -0.501  3.072  1.127
H  -0.242  4.727  0.646
H  1.473  4.107  -2.228
H  1.298  5.174  -0.866
C  -1.775  -2.852  0.846
O  -1.004  -1.974  0.448
N  -2.777  -2.630  1.726
N  -1.745  -4.099  0.304
H  -3.150  -1.697  1.845
H  -3.371  -3.383  2.020
H  -2.410  -4.800  0.582
H  -1.029  -4.427  -0.318
C  -0.275  -3.057  -3.721
O  0.100  -2.312  -2.817
N  0.369  -4.206  -4.075
N  -1.527  -2.955  -4.268
H  0.273  -4.631  -4.981
H  1.228  -4.452  -3.614
H  -1.760  -3.597  -5.002
H  -1.942  -2.042  -4.175
C  1.018  -2.076  2.884
O  1.234  -1.484  1.816
N  1.732  -3.179  3.238
N  0.046  -1.721  3.754
H  1.460  -3.730  4.030
H  2.401  -3.508  2.565
H  -0.517  -0.895  3.622
H  0.120  -2.128  4.670
C  -2.584  -0.099  -2.554
O  -1.503  0.016  -2.005
N  -2.800  0.200  -3.876
N  -3.754  -0.235  -1.852
H  -1.962  0.388  -4.400
H  -3.735  0.235  -4.232
H  -3.729  -0.380  -0.852
H  -4.592  -0.632  -2.244

Properties
Total charge = +1
Gap between HOMO and LUMO = 0.13701 Ha
E = -195760.14591 eV
E_HOMO = -12.76 eV
Relative energy (zero: lowest compared OMol25 entry of this formula, charge and spin) = 0.384 eV

These are the natural (NBO) partial charges, in e, on atoms 1 to 4: Tl 1.5685; As 2.8438; F -0.6440; F -0.5961

=====

2.
Entry from the OMol25 dataset: a cluster of 2 separate species, C5H10O in total (ωB97M-V/def2-TZVPD).

Atoms and positions in Å:
C  0.896  1.192  -1.321
C  -0.345  0.949  -0.555
C  1.190  -0.109  1.676
C  -1.188  -0.167  -0.818
O  -1.747  0.014  -1.905
C  -1.555  -1.276  0.134
H  0.545  1.831  -2.148
H  1.404  0.323  -1.764
H  1.594  1.813  -0.749
H  0.423  0.568  1.272
H  1.501  -0.842  0.926
H  0.772  -0.623  2.544
H  2.052  0.493  1.973
H  -0.722  -1.976  0.272
H  -1.811  -0.866  1.117
H  -2.415  -1.806  -0.285

Properties
Total charge = 0
Gap between HOMO and LUMO = 0.31279 Ha
E = -7390.96630 eV
E_HOMO = -8.68 eV
Relative energy (zero: lowest compared OMol25 entry of this formula, charge and spin) = 3.799 eV

These are the natural (NBO) partial charges, in e, on atoms 1 to 4: C -0.7633; C 0.1657; C -0.8400; C 0.3723

=====

3.
Entry from the OMol25 dataset: a structure of composition C14H47Ca2O25P3S2 (ωB97M-V/def2-TZVPD).

Atoms and positions in Å:
Ca  1.541  2.198  -2.651
Ca  -1.712  -0.262  -1.220
S  -1.283  1.658  -3.409
O  -1.440  1.482  -4.865
O  -0.623  2.874  -3.080
O  -2.511  1.408  -2.650
O  -0.406  0.635  -2.777
S  1.227  0.899  -0.088
O  2.135  0.734  0.999
O  0.028  0.133  0.114
O  0.848  2.240  -0.453
O  1.836  0.462  -1.320
C  5.472  0.278  -0.739
O  4.578  -0.018  -1.730
H  4.922  0.871  -0.007
H  5.970  -0.545  -0.227
H  6.213  1.007  -1.067
H  3.650  0.015  -1.488
C  3.504  5.199  -1.419
O  2.776  3.999  -1.313
H  3.424  5.410  -2.486
H  3.124  6.081  -0.905
H  4.568  5.115  -1.197
H  2.627  3.686  -0.417
C  0.149  1.032  3.517
O  1.251  0.124  3.397
H  0.673  1.951  3.781
H  -0.454  1.053  2.609
H  -0.424  0.707  4.385
H  1.576  0.368  2.527
C  3.875  -1.571  2.770
O  3.826  -1.401  1.447
H  3.837  -0.575  3.212
H  3.114  -2.187  3.249
H  4.818  -2.026  3.074
H  3.077  -0.828  1.270
C  3.218  3.523  2.403
O  4.065  2.645  1.681
H  3.469  4.530  2.071
H  2.168  3.236  2.343
H  3.515  3.326  3.433
H  3.617  1.814  1.506
C  -1.411  -2.405  3.264
O  -1.378  -3.528  2.400
P  -1.410  -3.169  0.780
O  -2.015  -1.862  0.454
O  -2.219  -4.408  0.157
C  -3.438  -4.895  0.664
O  0.061  -3.378  0.242
C  1.165  -2.647  0.717
H  -1.357  -1.426  2.787
H  -0.639  -2.389  4.034
H  -2.441  -2.438  3.619
H  -3.361  -5.982  0.702
H  -4.202  -4.655  -0.075
H  -3.694  -4.596  1.681
H  1.810  -2.332  -0.103
H  1.752  -3.369  1.284
H  0.862  -1.784  1.309
C  -5.219  2.956  0.129
O  -4.567  2.674  1.313
P  -3.128  1.911  1.354
O  -2.682  1.184  0.126
O  -2.056  2.951  2.104
C  -1.205  3.694  1.281
O  -3.400  0.898  2.571
C  -4.144  1.318  3.743
H  -5.877  2.136  -0.158
H  -4.593  3.044  -0.759
H  -5.774  3.885  0.260
H  -0.170  3.428  1.498
H  -1.234  4.759  1.510
H  -1.294  3.546  0.205
H  -4.906  0.568  3.952
H  -4.412  2.370  3.838
H  -3.563  1.274  4.664
C  1.458  -2.490  -3.250
O  0.468  -3.481  -3.396
P  -1.106  -3.128  -3.394
O  -1.408  -2.188  -2.315
O  -1.398  -2.756  -4.951
C  -0.866  -1.577  -5.542
O  -1.780  -4.533  -3.172
C  -3.176  -4.484  -3.344
H  0.958  -1.682  -2.715
H  1.771  -2.101  -4.219
H  2.260  -2.898  -2.634
H  0.160  -1.834  -5.808
H  -0.706  -0.965  -4.655
H  -1.563  -1.098  -6.229
H  -3.521  -3.724  -4.044
H  -3.677  -4.261  -2.402
H  -3.571  -5.412  -3.757

Properties
Total charge = 0
Gap between HOMO and LUMO = 0.32119 Ha
E = -152895.43318 eV
E_HOMO = -9.18 eV

These are the Löwdin partial charges, in e, on atoms 1 to 4: Ca 1.6014; Ca 1.4667; S 0.2016; O -0.3315

=====

4.
Entry from the OMol25 dataset: a structure of composition C7H19CrO9 (ωB97M-V/def2-TZVPD).

Atoms and positions in Å:
Cr  12.823  -21.025  8.750
O  11.440  -23.684  6.058
C  11.928  -22.813  6.967
O  13.040  -22.894  7.347
O  11.284  -21.885  7.467
H  12.113  -24.364  5.985
C  13.414  -23.688  12.382
C  13.528  -23.412  10.874
O  12.483  -22.434  10.450
O  14.364  -24.733  12.586
H  12.435  -24.039  12.709
H  13.616  -22.774  12.939
H  13.491  -24.371  10.357
H  14.503  -23.053  10.545
H  11.616  -22.841  10.523
H  14.026  -25.371  13.218
C  12.698  -18.883  11.137
C  11.250  -19.336  10.820
O  11.029  -19.689  9.421
O  13.578  -19.802  10.456
H  12.849  -18.777  12.211
H  12.753  -17.898  10.673
H  10.490  -18.636  11.167
H  11.091  -20.247  11.397
H  10.074  -19.657  9.328
H  14.499  -19.599  10.636
C  15.682  -20.484  7.669
C  14.665  -20.040  6.587
O  13.523  -19.517  7.278
O  15.071  -21.335  8.612
H  16.129  -19.616  8.154
H  16.577  -20.932  7.237
H  14.377  -20.813  5.874
H  15.181  -19.392  5.878
H  13.247  -18.830  6.667
H  15.751  -22.008  8.692

Properties
Total charge = 0
Gap between HOMO and LUMO (alpha / beta) = 0.11941 / 0.29735 Ha
E = -54412.48746 eV
<S²> = 8.755
E_HOMO (alpha / beta) = -2.87 / -7.87 eV
Multiplicity = 6

These are the natural (NBO) partial charges, in e, on atoms 1 to 4: Cr 0.8113; O -0.7066; C 0.9512; O -0.7950

=====

5.
Entry from the OMol25 dataset: a structure of composition C25H14BrClF4NO6OsPS2 (ωB97M-V/def2-TZVPD).

Atoms and positions in Å:
Os  0.182  0.642  -0.024
O  -2.000  3.948  -1.218
Cl  -1.298  3.669  -0.021
O  -2.018  3.937  1.167
O  0.041  4.133  -0.008
O  -1.208  2.048  -0.027
F  -0.415  -6.351  -0.008
C  -0.754  -5.103  -0.010
C  -2.075  -4.732  -0.010
F  -3.021  -5.633  -0.008
C  -2.378  -3.372  -0.012
F  -3.617  -3.002  -0.011
C  -1.352  -2.347  -0.015
P  -1.832  -0.570  -0.017
C  -2.666  -0.363  -1.587
C  -3.993  0.013  -1.783
C  -4.477  0.144  -3.074
C  -3.645  -0.076  -4.165
C  -2.320  -0.448  -3.975
C  -1.827  -0.586  -2.690
C  -2.662  -0.359  1.554
C  -1.821  -0.579  2.656
C  -2.311  -0.439  3.942
C  -3.636  -0.066  4.133
C  -4.470  0.152  3.044
C  -3.989  0.017  1.752
C  -0.045  -2.750  -0.016
Br  1.397  -1.468  -0.021
C  0.282  -4.103  -0.013
F  1.514  -4.495  -0.013
H  -4.654  0.193  -0.952
H  -5.512  0.417  -3.231
H  -4.028  0.050  -5.169
H  -1.677  -0.629  -4.826
H  -0.789  -0.873  -2.542
H  -0.783  -0.867  2.505
H  -1.666  -0.618  4.791
H  -4.017  0.063  5.138
H  -5.504  0.425  3.203
H  -4.653  0.195  0.922
O  5.661  -1.083  -1.222
S  5.372  -0.452  0.023
O  5.615  -1.095  1.271
N  3.713  -0.029  -0.004
C  3.608  1.247  -0.001
S  2.037  2.008  -0.031
C  4.835  2.063  0.026
C  4.987  3.439  0.037
C  6.280  3.949  0.064
C  7.383  3.100  0.081
C  7.230  1.716  0.070
C  5.945  1.226  0.042
H  4.123  4.089  0.024
H  6.434  5.019  0.073
H  8.380  3.518  0.102
H  8.093  1.064  0.082

Properties
Total charge = +2
Gap between HOMO and LUMO (alpha / beta) = 0.25967 / 0.11705 Ha
E = -166759.23129 eV
<S²> = 6.040
E_HOMO (alpha / beta) = -14.55 / -14.48 eV
Multiplicity = 5

These are the natural (NBO) partial charges, in e, on atoms 1 to 4: Os 0.7630; O -0.7247; Cl 2.5162; O -0.7251

=====

6.
Entry from the OMol25 dataset: a structure of composition C34H41BrCrN5S (ωB97M-V/def2-TZVPD).

Atoms and positions in Å:
Cr  0.109  -0.284  0.706
C  5.035  -5.044  -0.964
C  4.368  -4.541  0.327
C  5.178  -5.036  1.534
C  2.951  -5.118  0.402
C  4.358  -3.022  0.317
C  5.561  -2.330  0.110
C  5.611  -0.960  -0.020
C  4.423  -0.253  0.059
S  4.136  1.434  -0.247
C  2.454  1.165  0.001
N  2.114  -0.071  0.342
C  3.209  -0.903  0.338
C  3.195  -2.289  0.477
C  1.413  2.112  -0.261
C  1.636  3.406  -0.735
C  0.558  4.196  -1.079
C  -0.731  3.711  -0.910
C  -0.937  2.432  -0.410
C  0.116  1.589  -0.099
H  5.011  -6.131  -0.988
H  6.075  -4.735  -1.017
H  4.526  -4.662  -1.847
H  5.187  -6.123  1.551
H  4.742  -4.687  2.468
H  6.206  -4.691  1.481
H  2.996  -6.202  0.340
H  2.345  -4.760  -0.431
H  2.471  -4.862  1.345
H  6.477  -2.887  0.025
H  6.545  -0.458  -0.207
H  2.257  -2.776  0.674
H  2.646  3.776  -0.848
H  0.711  5.182  -1.486
H  -1.580  4.325  -1.171
H  -1.957  2.113  -0.269
N  -2.124  -0.471  0.537
C  -3.053  0.180  1.431
C  -3.934  1.121  0.922
C  -4.833  1.750  1.763
C  -4.880  1.408  3.104
C  -4.036  0.428  3.599
C  -3.113  -0.184  2.770
H  -2.312  -0.100  -0.400
H  -2.377  -1.462  0.508
H  -3.953  1.340  -0.138
H  -5.512  2.482  1.360
H  -5.595  1.884  3.754
H  -4.120  0.114  4.627
H  -2.482  -0.975  3.148
Br  -0.196  -2.864  2.045
C  -0.279  -3.154  0.161
C  -0.526  -4.428  -0.308
C  -0.631  -4.596  -1.683
C  -0.474  -3.479  -2.498
C  -0.207  -2.247  -1.919
N  -0.121  -2.060  -0.594
H  -0.643  -5.251  0.381
H  -0.834  -5.574  -2.092
H  -0.560  -3.570  -3.569
H  -0.056  -1.359  -2.515
C  -0.981  2.316  6.479
C  0.389  2.146  5.829
N  0.398  1.114  4.800
C  0.594  -0.245  5.292
C  2.027  -0.755  5.137
C  0.185  1.367  3.506
C  -0.182  2.746  3.075
N  0.294  0.429  2.597
H  -0.907  3.078  7.249
H  -1.316  1.395  6.948
H  -1.730  2.624  5.754
H  1.106  1.851  6.599
H  0.723  3.091  5.402
H  -0.108  -0.922  4.790
H  0.337  -0.245  6.351
H  2.344  -0.773  4.093
H  2.088  -1.764  5.540
H  2.726  -0.132  5.690
H  -0.961  3.167  3.704
H  -0.531  2.707  2.049
H  0.686  3.402  3.123
H  0.619  -0.427  3.037

Properties
Total charge = +2
Gap between HOMO and LUMO (alpha / beta) = 0.27690 / 0.27678 Ha
E = -152662.94532 eV
<S²> = 3.834
E_HOMO (alpha / beta) = -13.28 / -13.33 eV
Multiplicity = 4
Relative energy (zero: lowest compared OMol25 entry of this formula, charge and spin) = 0.467 eV

These are the natural (NBO) partial charges, in e, on atoms 1 to 4: Cr 1.3008; C -0.5991; C -0.0689; C -0.5979